{"formula": "C37H54F23N2O4", "method": "ωB97M-V/def2-TZVPD", "species": ["H", "H", "H", "H", "H", "H", "H", "F", "H", "H", "C", "H", "F", "H", "O", "C", "H", "C", "H", "F", "C", "C", "C", "F", "C", "C", "F", "F", "C", "C", "F", "H", "H", "H", "F", "C", "C", "F", "H", "F", "H", "H", "C", "H", "H", "F", "H", "H", "F", "C", "H", "O", "F", "F", "H", "C", "O", "H", "C", "F", "H", "C", "C", "H", "C", "F", "H", "C", "H", "H", "H", "H", "H", "C", "C", "F", "C", "H", "H", "C", "C", "H", "H", "H", "C", "H", "O", "C", "H", "F", "H", "F", "C", "H", "H", "C", "H", "H", "C", "C", "N", "F", "C", "H", "C", "H", "H", "F", "N", "F", "H", "H", "F", "H", "H", "C", "C", "H", "C", "C"], "positions_angstrom": [[-2.550, 3.975, 8.671], [-0.192, -4.422, -4.134], [1.239, 0.336, -6.017], [-4.162, 4.500, 8.301], [-2.293, 4.231, -0.239], [1.288, -2.058, -1.073], [-2.959, 1.825, -2.087], [-2.254, 2.446, 4.917], [-2.314, -4.224, -2.940], [2.437, -0.956, -5.885], [2.135, 0.098, -3.644], [-2.292, 3.862, -2.988], [-0.638, 5.466, 8.291], [0.944, -2.882, -4.686], [-2.831, 5.935, 7.999], [-0.881, 2.753, 2.109], [-1.775, 2.191, 6.837], [0.109, -2.412, 2.868], [0.241, 3.153, -1.491], [-4.216, 2.945, 6.650], [-2.271, 0.935, -3.866], [-0.605, 3.748, 0.962], [-2.007, 1.739, -2.601], [-3.504, 4.725, 5.615], [1.401, -2.673, 6.033], [0.317, -2.457, -1.340], [3.106, 2.726, -0.772], [2.470, -2.410, 6.808], [-1.499, -6.189, -2.478], [-3.185, 3.832, 6.574], [2.617, 2.111, 1.862], [3.316, -0.512, -0.838], [-2.828, 1.571, -4.548], [-2.524, -6.537, -2.494], [0.323, -1.995, 1.572], [1.304, -1.880, 3.691], [3.305, 0.425, -1.382], [0.140, -3.756, 2.848], [-0.293, -2.025, -6.120], [-0.169, -4.424, 5.696], [-0.343, 1.291, -4.819], [-2.492, -1.134, -0.225], [-0.270, -0.589, -3.841], [-0.345, -0.164, -2.846], [1.630, 1.492, -2.115], [-1.511, 7.234, 9.171], [-0.795, 4.744, 1.344], [-0.493, 4.709, -1.707], [0.074, 7.761, 7.014], [-0.952, -1.932, -3.589], [-1.835, -1.741, -2.998], [1.853, -2.692, 4.724], [-1.676, -2.259, 4.449], [-2.182, -2.463, 2.348], [-0.413, -0.529, -0.422], [-1.300, -1.909, 3.214], [2.434, -2.310, -7.893], [3.403, -2.277, -4.400], [-0.724, 3.653, -1.589], [4.634, 1.495, 0.198], [2.117, -1.822, 2.970], [1.976, 0.465, -2.170], [0.861, -4.039, 6.471], [0.449, 3.677, 0.704], [-0.146, -4.182, -3.069], [-1.274, 6.624, 5.730], [-0.809, 3.227, -3.668], [-3.134, 4.541, 7.946], [-1.070, -6.561, -1.556], [4.179, 0.519, -2.013], [-1.936, 2.524, -0.152], [-1.874, 8.169, 6.826], [3.087, -3.000, -7.715], [-1.546, 6.435, 8.086], [1.315, -2.303, -3.844], [2.818, -0.028, 1.425], [-1.489, 3.152, -2.821], [1.648, -4.794, 6.411], [0.092, -0.970, -7.438], [2.470, 1.175, 0.907], [-1.978, 2.998, 6.128], [-0.904, -6.613, -3.277], [-1.336, 1.240, -1.898], [1.139, -0.856, 4.028], [2.731, -2.886, -3.792], [-1.300, -2.442, -4.482], [0.847, -3.851, -7.326], [0.178, -2.688, -2.861], [-1.356, -0.820, 3.115], [1.166, 1.110, 0.539], [0.066, 2.406, 2.508], [-0.867, 3.734, 5.975], [3.363, 1.483, -0.305], [2.778, -3.575, -1.707], [0.238, -3.379, -0.782], [-1.487, 3.504, -0.280], [4.220, -3.797, -2.638], [-1.520, -4.371, -1.408], [-0.716, -1.528, -0.744], [0.531, -1.559, -6.639], [-1.930, -1.871, -0.647], [0.519, -1.681, 6.244], [1.267, -2.705, -7.298], [3.870, -2.192, -2.125], [-1.446, -4.651, -2.450], [-1.353, 0.121, -5.604], [1.240, -0.101, -1.620], [0.885, -4.948, -2.542], [1.144, -0.864, -4.251], [2.673, -4.098, -4.459], [2.104, 1.024, -4.199], [-2.912, 0.084, -3.657], [0.421, -3.949, 7.743], [3.139, -0.274, -3.802], [-1.459, 1.889, 1.791], [3.400, -3.111, -2.457], [1.401, -0.689, -5.732], [-1.410, 3.212, 2.929], [-1.194, 7.316, 6.881], [-1.034, 0.471, -4.624]], "e_tot_ha": -4149.41313, "total_charge": 1, "homo_energy_ev": -12.84}



{"formula": "C37H54F2N5O5SW", "method": "ωB97M-V/def2-TZVPD", "species": ["H", "C", "H", "C", "C", "C", "C", "H", "N", "H", "C", "H", "C", "C", "H", "H", "C", "H", "C", "H", "C", "F", "H", "H", "C", "H", "H", "H", "H", "H", "H", "H", "C", "C", "H", "H", "C", "H", "C", "C", "H", "H", "C", "C", "H", "H", "C", "S", "C", "C", "H", "C", "O", "C", "O", "C", "H", "C", "C", "O", "H", "H", "H", "O", "C", "H", "C", "H", "H", "H", "H", "N", "C", "H", "C", "H", "C", "H", "H", "C", "H", "O", "C", "H", "H", "H", "F", "C", "C", "H", "H", "H", "H", "W", "H", "C", "H", "N", "N", "H", "H", "N", "H", "H", "H"], "positions_angstrom": [[3.594, 0.283, 1.293], [2.067, -4.552, -1.520], [-6.300, 0.314, -0.866], [-0.986, 3.066, -3.245], [3.310, 1.745, -3.361], [1.909, -5.936, -1.329], [4.578, -1.921, -4.708], [-0.531, 2.184, -3.715], [-0.751, -2.598, 2.655], [-3.063, 3.414, 3.322], [5.336, -2.047, -3.521], [-2.080, 3.042, -3.285], [2.692, 1.091, -2.108], [0.474, 1.657, 4.944], [1.979, -4.074, -2.465], [1.015, 1.206, 5.795], [-0.999, -1.758, 3.801], [-1.086, 5.381, -1.837], [-2.406, -1.388, 0.734], [-0.346, 0.404, 2.654], [-0.502, 3.321, -1.802], [-0.721, -2.046, -2.177], [-3.511, -1.959, 3.820], [1.459, 2.742, 0.763], [-1.100, -0.714, -2.047], [1.665, -6.517, -2.226], [1.447, -1.650, -3.351], [0.008, 2.382, 2.533], [1.216, 3.476, 3.033], [2.020, -7.587, 0.062], [-0.714, 3.914, -3.853], [4.239, 1.201, -3.493], [-0.218, -1.833, 1.565], [-4.737, 2.140, 0.682], [-3.906, -0.629, 2.730], [3.605, 2.752, -3.104], [3.176, -1.713, -4.612], [-3.152, -0.590, 0.536], [-3.668, 2.627, 1.441], [-3.145, -1.354, 2.990], [-5.283, 0.558, -2.359], [-2.104, -0.783, -1.688], [-1.355, 4.495, -1.293], [2.644, -4.334, 0.815], [-0.031, -1.315, 4.091], [1.370, 3.323, -2.834], [2.548, -1.735, -3.365], [2.703, -1.988, -0.593], [4.711, -2.043, -2.299], [-1.944, -3.258, 2.180], [-5.738, 2.201, 1.131], [2.448, -3.781, -0.428], [1.302, 1.548, 3.827], [2.185, -6.527, -0.088], [1.641, 0.723, 1.239], [-4.546, 1.568, -0.540], [5.047, -2.032, -5.664], [1.047, 2.437, 2.772], [-3.976, 3.273, 2.769], [3.366, 0.683, -1.138], [1.613, 3.295, -1.111], [0.176, 2.677, 5.142], [2.831, -6.201, 1.963], [1.390, 0.891, -2.186], [2.587, -5.726, 0.978], [-4.369, 4.259, 2.592], [-2.152, 2.065, -0.332], [-1.653, 3.234, 1.488], [-0.025, -2.552, 0.777], [-3.004, 1.152, -2.054], [6.397, -2.150, -3.551], [-0.820, 2.025, -0.930], [-1.331, 0.051, 2.326], [-2.355, -2.009, -0.149], [-3.235, 1.533, -1.053], [0.736, -1.389, 1.891], [1.901, 2.132, 1.560], [2.571, -1.145, 1.814], [1.011, 4.776, -1.832], [2.742, -0.058, 1.829], [2.820, 0.279, 2.859], [1.270, -1.385, -0.680], [3.335, -1.933, -2.251], [2.950, 2.376, 1.675], [-4.683, 2.643, 3.392], [-1.962, 0.875, 2.072], [-1.209, -0.254, -3.363], [0.973, 3.683, -1.894], [-2.399, 2.669, 0.905], [-2.365, -3.897, 2.964], [2.566, -1.568, -5.489], [2.592, 1.722, -4.302], [-6.371, 1.810, -1.675], [0.164, 0.339, -0.669], [-1.420, -2.341, 4.619], [-5.660, 1.013, -1.401], [-1.241, 4.619, -0.210], [-2.921, -2.213, 1.792], [-1.914, -0.692, 3.379], [-1.691, -3.819, 1.280], [2.948, -3.718, 1.615], [-1.085, -0.746, 1.058], [-0.467, 1.082, 4.822], [-2.393, 4.314, -1.562], [5.250, -2.210, -1.360]], "e_tot_ha": -2756.97798, "e_above_lowest_kj_mol": 0.0, "s_squared": 2.0288, "total_charge": 1, "multiplicity": 3, "homo_energy_ev": [-9.96, -11.08]}



> Which formula does entry 2 have?

C37H54F2N5O5SW